65
Properties=species:S:1:pos:R:3:mulliken_charge:R:1 method="wB97M-V/def2-TZVPD" charge=+2 e_homo_ev="-13.4 / -13.5" orbital_gap_ev="5.6 / 5.8"
Os 0.808 0.645 -0.028 0.331
O -0.319 4.318 1.138 -0.578
C 0.112 3.205 1.053 0.295
N 0.440 2.547 -0.170 0.404
C 0.152 3.061 -1.414 0.810
C -0.329 4.354 -1.723 -1.001
C -0.505 4.678 -3.038 -0.674
C -0.206 3.766 -4.084 -0.551
C 0.268 2.514 -3.823 -0.961
C 0.430 2.133 -2.472 0.431
N 0.929 0.961 -2.019 0.107
C 1.794 0.107 -2.718 -0.385
O 1.742 -0.242 -3.858 -0.545
C 2.941 -0.213 -1.772 1.128
C 4.109 -0.773 -2.227 -0.749
C 5.183 -0.891 -1.348 -0.406
C 5.039 -0.438 -0.048 -0.853
C 3.822 0.097 0.346 -0.056
N 2.785 0.197 -0.493 -0.035
C 0.285 2.328 2.262 0.546
C 0.098 2.859 3.520 -0.731
C 0.300 2.040 4.623 -0.512
C 0.680 0.726 4.421 -0.813
C 0.841 0.260 3.125 -0.091
N 0.638 1.042 2.062 0.162
H -0.520 5.073 -0.945 0.552
H -0.871 5.664 -3.290 0.436
H -0.356 4.076 -5.110 0.451
H 0.492 1.811 -4.612 0.566
H 4.168 -1.079 -3.263 0.555
H 6.122 -1.312 -1.683 0.485
H 5.850 -0.497 0.664 0.453
H 3.660 0.454 1.355 0.445
H -0.191 3.896 3.612 0.569
H 0.166 2.427 5.624 0.472
H 0.855 0.057 5.252 0.460
H 1.122 -0.764 2.919 0.481
O -5.580 -1.795 0.977 -0.504
C -5.442 -0.440 0.624 -0.597
C -3.989 -0.163 0.372 0.236
C -3.541 1.119 0.090 -1.337
C -2.202 1.349 -0.120 0.175
N -1.266 0.373 -0.095 0.188
C -1.717 -0.885 0.135 0.511
C -3.043 -1.175 0.392 -0.961
C -0.687 -1.939 0.090 0.828
C -0.999 -3.280 0.002 -0.975
C 0.009 -4.234 0.045 0.747
C -0.351 -5.701 0.020 -1.188
O -1.118 -6.013 1.168 -0.493
C 1.309 -3.776 0.186 -1.057
C 1.559 -2.420 0.225 -0.165
N 0.591 -1.493 0.151 0.169
H -6.514 -2.018 1.050 0.326
H -5.794 0.229 1.417 0.354
H -5.998 -0.192 -0.287 0.381
H -4.226 1.956 0.042 0.519
H -1.878 2.350 -0.342 0.430
H -3.354 -2.182 0.623 0.638
H -2.030 -3.593 -0.093 0.532
H 0.545 -6.316 -0.068 0.413
H -0.978 -5.901 -0.850 0.330
H -0.558 -6.416 1.839 0.325
H 2.142 -4.464 0.250 0.406
H 2.574 -2.067 0.319 0.571

---

63
Properties=species:S:1:pos:R:3:mulliken_charge:R:1 method="wB97M-V/def2-TZVPD" charge=+2 e_above_lowest_kcal_mol=9.5 e_homo_ev=-13.5 orbital_gap_ev=6.6
Zr 0.621 -0.664 -1.287 0.967
O -0.649 -2.423 -2.697 -0.372
N -1.375 -1.745 -1.710 0.089
C -2.645 -1.649 -1.762 -0.511
C -3.424 -0.923 -0.763 0.934
C -4.777 -1.257 -0.736 -0.958
C -5.623 -0.711 0.220 -0.784
C -5.113 0.179 1.144 -0.783
C -3.767 0.540 1.105 -0.482
C -2.903 0.009 0.159 0.409
P -1.210 0.684 0.153 1.146
C -1.302 2.285 -0.669 0.938
C -0.150 3.076 -0.714 -0.280
C -0.168 4.273 -1.410 -0.665
C -1.321 4.680 -2.071 -0.609
C -2.462 3.891 -2.036 -0.720
C -2.455 2.692 -1.339 -0.768
C -0.687 0.896 1.855 0.758
C -0.122 -0.193 2.517 -0.554
C 0.307 -0.065 3.827 -0.828
C 0.178 1.156 4.479 -0.526
C -0.384 2.243 3.824 -0.835
C -0.818 2.118 2.512 -0.194
H -1.177 -2.596 -3.495 0.356
H -3.185 -2.169 -2.554 0.432
H -5.169 -1.961 -1.460 0.419
H -6.669 -0.985 0.239 0.430
H -5.756 0.616 1.897 0.465
H -3.402 1.256 1.831 0.468
H 0.758 2.764 -0.210 0.246
H 0.719 4.891 -1.439 0.458
H -1.330 5.617 -2.612 0.428
H -3.360 4.211 -2.546 0.453
H -3.358 2.094 -1.314 0.349
H -0.018 -1.158 2.027 0.312
H 0.741 -0.913 4.340 0.461
H 0.517 1.258 5.501 0.441
H -0.484 3.190 4.337 0.457
H -1.247 2.973 2.004 0.517
C 1.158 -4.219 -0.924 -1.252
C 2.313 -3.406 -0.432 0.850
C 3.466 -4.046 0.047 -1.052
C 4.530 -3.316 0.503 -0.736
C 4.458 -1.910 0.524 0.757
C 5.483 -1.043 1.008 -0.297
Br 7.088 -1.756 1.659 -0.147
C 5.304 0.310 1.004 -0.281
C 4.096 0.878 0.528 -0.359
Br 3.895 2.735 0.567 -0.098
C 3.100 0.072 0.066 0.416
O 1.921 0.508 -0.421 -0.349
C 3.277 -1.329 0.044 0.100
N 2.225 -2.074 -0.459 0.143
H 1.216 -5.231 -0.530 0.476
H 1.152 -4.282 -2.012 0.210
H 0.205 -3.796 -0.600 0.209
H 3.497 -5.126 0.047 0.479
H 5.424 -3.809 0.862 0.414
H 6.079 0.968 1.370 0.474
C 0.689 0.291 -3.243 -1.253
H -0.292 0.230 -3.726 0.412
H 1.424 -0.169 -3.913 0.465
H 0.963 1.342 -3.117 0.355

---

67
Properties=species:S:1:pos:R:3:mulliken_charge:R:1 method="wB97M-V/def2-TZVPD" charge=+1 e_above_lowest_kcal_mol=21.9 e_homo_ev=-10.3 orbital_gap_ev=5.4
La -5.918 -16.259 -8.420 1.551
N -6.734 -17.435 -11.406 -0.196
C -7.646 -16.633 -10.741 -0.254
C -7.607 -15.208 -10.867 -0.591
C -8.383 -14.406 -10.009 -0.909
C -9.175 -15.003 -9.038 -0.005
C -9.204 -16.379 -8.894 -0.433
C -8.445 -17.216 -9.792 0.265
S -9.975 -14.069 -7.749 1.297
O -10.681 -15.086 -7.008 -0.716
O -8.731 -13.584 -7.152 -0.551
O -10.812 -13.037 -8.311 -0.696
H -6.907 -18.411 -11.417 0.001
H -6.343 -17.053 -12.250 0.247
H -7.117 -14.809 -11.724 0.560
H -8.410 -13.346 -10.187 0.520
H -9.831 -16.868 -8.137 0.578
H -8.521 -18.293 -9.765 0.112
Te -4.856 -19.527 -8.610 0.301
C -3.372 -20.012 -10.011 0.070
C -3.215 -19.457 -11.303 -0.021
C -2.179 -19.882 -12.092 -0.547
C -1.241 -20.789 -11.606 -0.490
C -1.425 -21.374 -10.356 -0.643
C -2.469 -20.942 -9.549 -0.496
C -6.597 -20.424 -9.498 0.353
C -7.807 -20.261 -8.865 -0.460
C -9.006 -20.681 -9.483 -0.610
C -8.959 -21.173 -10.796 -0.422
C -7.719 -21.383 -11.409 -0.557
C -6.534 -21.067 -10.729 -0.459
H -3.958 -18.705 -11.664 0.337
H -2.037 -19.562 -13.110 0.434
H -0.408 -21.077 -12.230 0.420
H -0.728 -22.072 -9.917 0.407
H -2.652 -21.424 -8.607 0.438
H -7.844 -19.757 -7.897 0.436
H -9.969 -20.607 -9.000 0.406
H -9.881 -21.463 -11.299 0.429
H -7.711 -21.899 -12.393 0.373
H -5.586 -21.225 -11.213 0.512
Cl -5.883 -13.387 -7.741 -0.169
C -5.376 -13.857 -6.113 1.166
C -4.284 -13.168 -5.535 -0.926
C -3.854 -13.500 -4.266 -0.555
C -4.537 -14.551 -3.609 -0.506
C -5.499 -15.253 -4.242 -0.830
C -5.987 -14.958 -5.536 0.553
C -6.901 -15.879 -6.191 -1.208
H -3.876 -12.327 -6.073 0.528
H -3.106 -12.933 -3.657 0.397
H -4.294 -14.828 -2.569 0.371
H -6.070 -16.062 -3.759 0.291
H -7.636 -15.310 -6.770 -0.155
H -7.348 -16.579 -5.512 0.705
Se -1.783 -15.786 -10.417 0.294
N -0.549 -16.015 -9.202 -0.742
C -1.168 -16.189 -8.035 0.517
C -0.575 -16.292 -6.742 -0.505
C -1.464 -16.318 -5.691 -0.755
C -2.884 -16.416 -5.907 -0.734
N -3.427 -16.390 -7.099 0.428
C -2.595 -16.227 -8.119 0.564
N -3.169 -15.990 -9.296 -0.293
H 0.510 -16.247 -6.677 0.492
H -1.063 -16.385 -4.641 0.372
H -3.542 -16.546 -5.044 0.709

---

60
Properties=species:S:1:pos:R:3:mulliken_charge:R:1 method="wB97M-V/def2-TZVPD" charge=+1 e_homo_ev=-11.8 orbital_gap_ev=7.7
C -0.922 -1.857 2.531 -0.674
C -0.898 -1.954 1.105 -0.402
C 0.461 -2.266 0.710 -0.140
H -1.774 -1.902 0.469 0.343
C 1.262 -2.311 1.893 -0.833
C 0.413 -2.060 3.006 -0.459
H 0.704 -2.116 4.052 0.460
H -1.815 -1.745 3.143 0.480
H 0.826 -2.543 -0.278 1.022
H 2.311 -2.615 1.952 0.399
Zr 0.363 0.002 1.462 0.801
Cl 2.515 0.645 0.661 -0.395
P -0.031 -0.188 -1.384 1.248
C 1.065 -1.297 -2.398 0.113
C 0.631 -1.946 -3.568 -0.186
H -0.420 -1.921 -3.851 0.260
C 1.538 -2.609 -4.404 -0.658
H 1.172 -3.058 -5.329 0.432
C 2.893 -2.674 -4.069 -0.562
H 3.599 -3.181 -4.729 0.387
C 3.335 -2.055 -2.893 -0.777
H 4.393 -2.078 -2.628 0.435
C 2.432 -1.387 -2.067 0.080
H 2.788 -0.910 -1.156 0.237
C -1.614 -0.657 -2.223 0.072
C -2.192 -1.921 -1.973 -0.225
H -1.685 -2.645 -1.334 0.667
C -3.407 -2.282 -2.558 -1.033
H -3.874 -3.227 -2.277 0.404
C -4.001 -1.459 -3.523 -0.506
H -4.925 -1.764 -4.020 0.397
C -3.367 -0.265 -3.876 -0.807
H -3.765 0.356 -4.679 0.438
C -2.203 0.146 -3.213 -0.023
H -1.737 1.089 -3.494 0.250
C 0.329 1.374 -2.267 0.191
C 1.045 1.418 -3.472 0.202
H 1.457 0.504 -3.898 0.241
C 1.227 2.630 -4.143 -0.758
H 1.766 2.631 -5.092 0.429
C 0.716 3.815 -3.607 -0.505
H 0.869 4.761 -4.131 0.398
C -0.011 3.773 -2.409 -0.747
H -0.443 4.688 -2.004 0.409
C -0.199 2.567 -1.734 -0.259
H -0.754 2.538 -0.793 0.311
O -0.726 1.329 2.874 -1.040
C 0.174 1.179 3.811 1.501
O 1.207 0.486 3.478 -0.704
C 0.046 1.665 5.197 0.315
C -1.193 2.055 5.718 -0.346
C -1.287 2.436 7.060 -0.597
C -0.141 2.424 7.880 -0.341
C 1.095 2.027 7.355 -0.572
C 1.182 1.626 6.017 -0.353
H -2.071 2.025 5.075 0.407
H -2.247 2.740 7.483 0.389
H -0.225 2.697 8.936 0.381
H 1.984 2.012 7.989 0.391
H 2.123 1.259 5.612 0.408

---

72
Properties=species:S:1:pos:R:3:mulliken_charge:R:1 method="wB97M-V/def2-TZVPD" s2=6.024 multiplicity=5 charge=0 e_above_lowest_kcal_mol=5.4 e_homo_ev="-9.1 / -9.4" orbital_gap_ev="8.1 / 6.9"
Os -1.428 -0.562 -0.775 1.472
F -3.432 2.179 3.415 -0.303
C -3.620 1.263 2.448 0.120
C -2.682 1.036 1.456 0.021
C -2.874 0.020 0.541 0.062
C -3.950 -0.866 0.618 -0.030
C -4.792 -0.661 1.691 0.340
F -5.922 -1.476 1.963 -0.346
C -4.688 0.443 2.549 -0.620
C -3.848 -2.143 -0.179 0.727
C -4.772 -3.135 -0.173 -0.783
C -4.508 -4.271 -0.901 -0.375
C -3.404 -4.266 -1.777 -0.880
C -2.588 -3.136 -1.855 -0.010
N -2.778 -2.093 -1.002 -0.008
H -1.779 1.690 1.487 0.285
H -5.407 0.535 3.358 0.455
H -5.633 -3.094 0.527 0.420
H -5.162 -5.111 -0.833 0.489
H -3.085 -5.091 -2.509 0.316
H -1.673 -2.996 -2.444 0.612
C 5.460 3.164 7.423 -1.305
C 5.032 2.808 6.018 0.942
C 3.888 3.398 5.446 -0.964
C 3.431 3.022 4.199 -0.053
C 4.124 2.018 3.486 0.319
C 5.230 1.440 4.043 -0.487
C 5.766 1.884 5.253 -0.909
S 3.700 1.417 1.889 1.352
O 4.205 2.264 0.809 -0.660
O 3.938 0.026 1.853 -0.668
N 2.031 1.592 1.926 -0.190
C 1.486 2.798 1.213 -1.025
C 1.139 2.653 -0.270 -0.976
C -0.194 1.935 -0.492 0.783
O -1.242 2.391 -0.948 -0.603
O -0.115 0.649 -0.069 -0.183
H 6.045 2.348 7.901 0.337
H 4.553 3.342 7.972 0.389
H 6.066 4.120 7.388 0.271
H 3.361 4.077 6.136 0.286
H 2.536 3.490 3.796 0.298
H 5.738 0.681 3.526 0.482
H 6.644 1.340 5.569 0.335
H 1.612 0.683 1.647 0.213
H 2.265 3.612 1.334 0.583
H 0.688 3.185 1.872 0.506
H 1.912 2.096 -0.761 0.310
H 1.018 3.608 -0.795 0.450
C 1.388 -3.680 0.527 -1.198
C 0.367 -2.581 0.289 0.950
O -0.301 -2.156 1.226 -0.666
O 0.234 -2.134 -0.857 -0.787
H 1.199 -4.214 1.450 0.325
H 2.358 -3.199 0.441 0.288
H 1.206 -4.312 -0.321 0.331
O 0.900 0.270 -3.353 -0.714
C -0.199 -0.220 -3.666 0.412
O -1.098 -0.671 -2.846 -0.950
C -0.503 -0.565 -5.073 0.382
C 0.431 -0.275 -6.084 -0.568
C 0.046 -0.277 -7.454 -0.522
C -1.229 -0.733 -7.801 -0.374
C -2.094 -1.145 -6.817 -0.265
C -1.712 -1.112 -5.469 0.033
N -3.450 -1.673 -7.101 0.995
O -3.883 -1.632 -8.228 -0.611
O -4.010 -2.228 -6.177 -0.586
H 1.399 0.148 -5.843 0.442
H 0.728 -0.042 -8.263 0.397
H -1.597 -0.560 -8.813 0.423
H -2.474 -1.317 -4.737 0.468

---

74
Properties=species:S:1:pos:R:3:mulliken_charge:R:1 method="wB97M-V/def2-TZVPD" charge=-1 e_above_lowest_kcal_mol=0.0 e_homo_ev=-6.6 orbital_gap_ev=6.9
N -0.279 -1.180 0.477 0.855
O -0.142 -2.204 -0.140 -0.668
O 0.723 -0.349 0.666 -0.461
O -1.390 -0.856 0.911 -0.605
C -0.683 2.338 -0.064 -0.201
C 0.733 2.527 -0.633 -0.930
C 0.806 3.319 -1.969 -0.498
C -0.439 3.871 -2.680 0.140
C -1.799 3.706 -2.053 -0.346
C -1.831 2.919 -0.728 -0.225
N -0.317 4.581 -3.977 1.067
O -1.273 5.207 -4.415 -0.625
O 0.718 4.473 -4.590 -0.591
H -0.786 1.629 0.843 0.146
H 1.361 1.946 -0.179 0.836
H 1.892 3.412 -2.487 0.235
H -2.741 4.176 -2.551 0.388
H -2.812 2.813 -0.250 0.532
C -5.149 -1.360 -2.541 -0.310
C -6.386 -0.530 -2.848 -0.817
C -6.476 0.867 -2.230 -0.708
C -5.487 1.339 -1.243 0.044
C -4.319 0.434 -0.812 -0.112
C -4.280 -0.994 -1.464 -0.344
N -5.612 2.702 -0.742 0.999
O -4.995 3.057 0.245 -0.590
O -6.248 3.557 -1.397 -0.585
H -4.943 -2.344 -2.948 0.413
H -6.890 -0.886 -3.616 0.493
H -7.351 1.287 -2.449 0.554
H -3.677 0.658 0.035 0.773
H -3.327 -1.661 -1.168 0.245
C 1.855 -3.560 3.277 -0.294
C 2.613 -3.612 1.961 -0.245
C 4.013 -4.251 1.699 -0.530
C 4.769 -4.593 3.047 0.176
C 3.933 -4.476 4.405 -0.234
C 2.474 -4.033 4.508 -0.592
N 6.182 -5.033 2.945 0.824
O 6.687 -5.196 1.810 -0.557
O 6.699 -5.613 3.895 -0.535
H 0.853 -3.128 3.242 0.512
H 1.931 -3.357 1.129 0.306
H 4.575 -4.414 0.796 0.456
H 4.494 -4.738 5.385 0.295
H 1.890 -4.293 5.394 0.406
C -1.182 0.048 -2.906 0.010
C -1.877 0.855 -4.098 -0.495
C -1.104 1.006 -5.432 -0.428
C 0.200 0.177 -5.646 -0.106
C 0.659 -0.656 -4.433 -0.319
C 0.076 -0.667 -3.101 -1.229
N 0.932 0.161 -6.924 0.953
O 0.592 0.962 -7.827 -0.599
O 1.834 -0.594 -7.014 -0.582
H -1.428 0.153 -1.881 0.497
H -2.933 1.165 -4.024 0.438
H -1.616 1.680 -6.221 0.334
H 1.580 -1.326 -4.494 0.279
H 0.403 -1.183 -2.442 1.157
C 0.610 1.425 5.370 -0.219
C 0.991 1.093 3.944 -0.147
C 2.337 0.480 3.607 0.026
C 3.393 0.348 4.793 -0.257
C 2.836 0.728 6.269 -0.249
C 1.442 1.168 6.447 -0.423
N 4.680 -0.275 4.573 0.854
O 5.571 -0.313 5.610 -0.566
O 5.185 -0.376 3.456 -0.485
H -0.391 1.960 5.602 0.269
H 0.218 1.250 3.139 0.290
H 2.595 0.327 2.478 0.370
H 3.603 0.636 7.204 0.286
H 1.206 1.643 7.469 0.245

---

69
Properties=species:S:1:pos:R:3:mulliken_charge:R:1 method="wB97M-V/def2-TZVPD" charge=-2 e_above_lowest_kcal_mol=18.0 e_homo_ev=-2.2 orbital_gap_ev=5.7
Ba -2.983 -0.084 -2.622 1.666
Se -2.855 0.738 -5.343 -0.671
Se -2.973 2.463 -3.793 -0.449
Te -5.195 2.156 -2.756 0.003
Se -4.984 0.644 -0.745 -0.812
C 2.322 -0.797 0.001 -1.476
C 2.254 -2.222 -0.491 1.113
C 3.420 -2.851 -0.926 -0.677
C 3.414 -4.172 -1.357 -0.649
C 2.226 -4.884 -1.362 -0.763
C 1.055 -4.273 -0.930 -0.537
C 1.048 -2.951 -0.489 0.235
P -0.536 -2.153 0.013 0.984
C -0.249 -1.985 1.835 0.418
C 0.838 -2.577 2.476 -0.331
C 1.033 -2.455 3.847 -0.793
C 0.132 -1.723 4.601 -0.692
C -0.953 -1.121 3.977 -0.814
C -1.167 -1.239 2.605 0.804
C -2.368 -0.568 1.988 -1.356
C -1.732 -3.518 -0.050 0.217
C -2.075 -4.239 1.098 -0.057
C -3.095 -5.175 1.103 -0.888
C -3.819 -5.373 -0.082 -0.418
C -3.503 -4.693 -1.231 -0.898
C -2.418 -3.760 -1.300 1.820
C -2.050 -3.151 -2.521 -2.631
H 3.213 -0.293 -0.380 0.476
H 2.356 -0.761 1.094 0.279
H 1.444 -0.234 -0.298 0.058
H 4.350 -2.292 -0.925 0.393
H 4.335 -4.636 -1.691 0.346
H 2.206 -5.913 -1.703 0.415
H 0.118 -4.820 -0.938 0.387
H 1.546 -3.153 1.890 0.425
H 1.882 -2.937 4.321 0.413
H 0.269 -1.622 5.673 0.347
H -1.652 -0.535 4.565 0.361
H -2.919 0.018 2.724 0.352
H -3.050 -1.301 1.550 0.268
H -2.072 0.102 1.182 0.110
H -1.538 -4.050 2.022 0.285
H -3.337 -5.725 2.005 0.377
H -4.641 -6.084 -0.095 0.331
H -4.083 -4.861 -2.134 0.313
H -2.474 -3.607 -3.415 0.358
H -0.990 -2.922 -2.631 0.264
O 2.710 9.961 0.029 -0.688
S 1.734 9.030 0.554 1.165
O 0.410 9.147 -0.010 -0.669
O 1.779 8.839 1.996 -0.690
C 2.328 7.395 0.001 0.156
N 3.652 7.198 0.019 -0.497
C 4.061 5.968 -0.252 -0.273
C 3.194 4.931 -0.544 -0.747
C 1.844 5.237 -0.552 0.315
N 1.410 6.465 -0.285 -0.408
C 0.814 4.186 -0.822 1.207
C -0.478 4.313 -0.329 -0.607
C -1.384 3.283 -0.542 -0.567
N -1.089 2.169 -1.216 -0.025
C 0.145 2.071 -1.708 -0.581
C 1.118 3.041 -1.540 -0.597
H 5.135 5.800 -0.224 0.409
H 3.555 3.929 -0.728 0.364
H -0.754 5.210 0.210 0.567
H -2.396 3.344 -0.155 0.437
H 0.366 1.175 -2.278 0.433
H 2.095 2.899 -1.984 0.392